# 1
72
Properties=species:S:1:pos:R:3:forces:R:3 method="wB97M-V/def2-TZVPD" lumo_ev=-0.860 homo_ev=-8.45 e_tot_ev=-75396.849 spin_multiplicity=1
I -0.236 -2.105 0.012 1.178 -0.592 0.286
I -3.845 -5.902 -1.888 -0.423 0.797 0.329
I -3.280 -1.189 -0.037 -0.980 -0.501 -0.495
S -0.321 -5.759 -1.570 0.967 -3.258 -2.732
O -0.792 -7.102 -1.650 -1.903 0.405 0.846
O -0.982 -4.837 -0.376 -0.276 -0.827 -2.241
O 1.102 -5.830 -1.641 0.372 2.464 1.054
O -0.478 -8.800 3.527 0.028 -0.012 -0.029
O -0.886 -4.973 -2.901 -0.123 0.150 1.695
O 1.034 1.257 -1.653 -0.011 0.067 0.043
O -0.357 8.834 3.241 -0.060 -0.019 0.135
O 1.461 6.141 -0.145 0.070 0.015 0.073
N 3.563 -1.820 -3.288 -0.796 0.114 -0.116
C 1.931 6.926 0.650 -0.070 0.050 -0.140
C 1.187 -1.777 -3.956 0.176 1.269 1.067
C 2.620 2.054 -0.076 0.107 -0.248 -0.195
C 1.536 8.376 0.653 -0.133 -0.050 -0.180
C -1.447 -3.652 -1.018 -0.123 3.373 0.857
C -1.279 -2.476 -3.394 -0.392 0.566 -0.246
C -5.447 -3.447 -0.964 -0.228 -0.454 -0.409
C -1.669 9.364 5.148 0.182 0.217 -0.141
C 2.180 -1.609 -2.777 0.523 -0.670 -0.282
C -0.042 -7.378 1.674 -0.224 0.074 0.217
C -0.253 -1.315 -3.569 -0.142 -0.465 -0.827
C 1.317 -9.512 2.143 -0.071 -0.175 0.232
C -1.668 7.031 4.059 0.198 -0.033 -0.246
C 0.197 -8.584 2.546 -0.086 0.012 0.128
C -4.013 -3.911 -1.115 -0.968 -0.293 0.153
C -0.822 -3.584 -2.457 0.889 -0.348 1.064
C 2.940 6.486 1.682 -0.040 -0.316 -0.115
C -1.153 8.448 4.068 0.048 0.028 -0.061
C 0.280 3.085 -0.335 -0.197 -0.123 -0.284
C 1.284 2.054 -0.775 -0.137 -0.007 -0.025
C -2.953 -3.186 -0.815 1.563 -0.395 0.112
H -1.405 6.533 4.994 -0.190 0.023 0.055
H 0.254 -3.492 -2.218 -0.349 0.503 -0.500
H -2.753 9.464 5.065 -0.013 -0.119 0.155
H -0.633 2.971 -0.919 0.035 -0.054 0.016
H 3.118 3.014 -0.229 -0.068 0.053 0.175
H -5.560 -2.514 -0.404 0.223 -0.316 -0.181
H 2.266 -8.974 2.145 -0.011 0.002 -0.203
H 0.807 8.554 -0.136 0.028 -0.029 0.015
H -2.217 -2.012 -3.039 0.235 -0.438 0.014
H 1.123 -9.920 1.150 0.139 0.133 -0.072
H 3.544 -2.759 -3.683 0.538 0.109 0.114
H 3.246 1.264 -0.490 -0.029 0.021 0.002
H -0.295 -7.696 0.662 0.187 0.026 -0.040
H 1.993 -2.369 -1.998 -0.269 0.411 -0.086
H -1.522 -2.862 -4.398 0.234 -0.277 0.451
H -0.872 -6.800 2.078 0.027 -0.036 0.014
H 0.042 2.945 0.721 0.125 0.160 0.043
H 0.850 -6.747 1.657 0.037 -0.070 -0.193
H 2.482 1.871 0.991 0.029 0.190 0.028
H -1.215 6.487 3.232 -0.013 0.036 0.015
H 3.133 5.420 1.568 -0.011 0.033 -0.010
H -1.406 8.967 6.130 -0.188 -0.057 0.017
H 2.099 -0.605 -2.338 -0.075 -0.383 -0.199
H 0.681 4.086 -0.499 0.019 -0.023 0.250
H -2.752 7.030 3.929 -0.012 -0.045 0.186
H 1.230 -2.809 -4.339 -0.137 0.321 -0.033
H 4.223 -1.798 -2.516 -0.055 -0.192 -0.141
H 1.377 -10.334 2.854 -0.025 0.039 -0.006
H -0.627 -0.723 -4.424 -0.032 -0.211 0.368
H 1.086 8.634 1.614 0.180 0.067 -0.063
H -5.837 -3.288 -1.985 -0.039 -0.075 0.389
H -0.273 -0.616 -2.721 0.254 -0.439 -0.137
H 2.412 9.002 0.470 0.012 0.019 0.163
H 3.876 7.030 1.544 -0.049 0.105 0.158
H 2.549 6.668 2.685 0.113 0.170 0.004
H 1.549 -1.064 -4.714 -0.040 -0.579 -0.023
H -6.067 -4.216 -0.479 0.276 0.148 -0.256
H -1.217 10.348 5.035 -0.004 -0.040 -0.015



# 2
65
Properties=species:S:1:pos:R:3:forces:R:3 method="wB97M-V/def2-TZVPD" lumo_ev=0.017 homo_ev=-6.90 e_tot_ev=-33648.199 spin_multiplicity=1 relative_energy_kj_mol=62.1
Pt -0.644 -1.205 0.215 -1.117 1.427 -0.144
O -1.118 0.690 -0.430 0.853 -0.017 -0.587
N -1.091 -2.890 1.282 0.595 -0.587 -0.152
N 2.275 -1.936 0.815 0.188 -0.132 0.486
N -0.408 -0.346 2.197 0.125 0.097 0.020
N 2.723 -2.058 -0.433 -0.165 0.045 -0.164
C 0.833 3.463 0.975 -0.011 0.035 0.031
C 2.262 2.076 -1.503 -0.003 -0.010 -0.003
C 0.588 2.244 0.347 0.013 0.023 -0.013
C -0.846 -1.562 -2.953 -0.087 0.065 0.043
C -3.664 2.168 -0.982 0.001 0.007 -0.017
C -0.747 1.816 0.173 -0.347 -0.015 0.124
C 1.758 1.455 -0.197 -0.065 -0.123 -0.106
C -0.480 -2.612 -4.002 -0.085 -0.071 -0.050
C -1.797 2.641 0.658 0.073 0.098 0.057
C -1.043 -1.291 3.118 0.037 0.000 0.044
C -3.614 0.955 1.223 0.045 -0.005 0.009
C -0.640 -2.685 2.670 -0.027 -0.193 0.326
C 3.352 -2.080 1.575 0.092 -0.054 -0.057
C 0.047 -0.343 -3.116 0.172 0.011 -0.133
C -3.252 2.250 0.490 -0.047 -0.045 -0.046
C 2.909 1.339 0.800 0.022 -0.005 -0.014
C -0.187 4.272 1.442 0.013 -0.032 -0.016
C -1.497 3.847 1.273 -0.023 0.000 0.016
C 4.051 -2.270 -0.497 0.050 0.006 0.042
C -0.812 -2.199 -1.555 -0.125 -0.320 0.068
C 4.507 -2.295 0.801 -0.052 0.033 -0.066
H -3.341 1.019 2.281 0.004 -0.003 0.011
H 1.109 -0.626 -3.094 -0.007 -0.012 0.061
H -2.125 -1.160 3.044 0.006 -0.027 -0.020
H -3.833 3.055 0.952 -0.009 -0.008 -0.009
H 4.559 -2.384 -1.440 0.010 0.002 -0.007
H 3.076 1.484 -1.930 0.013 -0.012 0.002
H 0.576 -2.886 -3.911 -0.003 -0.012 0.021
H -4.690 0.773 1.171 -0.019 0.010 -0.012
H -3.101 1.384 -1.487 -0.022 0.004 0.007
H -0.761 -1.140 4.163 0.030 0.019 -0.018
H 0.591 -0.278 2.374 0.012 0.019 -0.049
H -2.104 -2.915 1.223 -0.056 -0.133 0.032
H -1.037 -3.444 3.350 -0.054 0.011 -0.045
H -0.137 0.382 -2.332 -0.033 0.062 0.059
H -0.637 -2.244 -5.019 0.005 0.033 -0.001
H 2.564 1.011 1.782 -0.012 -0.041 0.031
H 0.448 -2.765 2.663 -0.002 -0.008 -0.008
H 1.466 2.145 -2.243 -0.035 -0.011 -0.013
H -1.877 -1.248 -3.154 0.019 0.084 0.090
H -0.730 -3.756 0.893 -0.007 -0.065 0.065
H 0.006 -2.947 -1.549 -0.018 0.005 -0.023
H -2.315 4.466 1.626 0.006 0.018 0.008
H 0.032 5.217 1.921 0.007 0.004 0.005
H -3.096 0.109 0.768 -0.018 0.007 0.040
H -4.731 1.949 -1.067 -0.018 -0.005 -0.004
H 2.059 -1.969 -1.189 -0.006 0.026 0.019
H 3.265 -2.020 2.649 0.004 -0.002 0.000
H 1.398 0.445 -0.424 0.008 0.045 0.038
H -0.786 0.598 2.221 -0.104 -0.044 0.143
H 1.860 3.792 1.086 0.009 0.013 0.014
H -3.471 3.113 -1.493 0.007 0.011 0.009
H 2.638 3.086 -1.320 0.004 0.002 0.001
H 5.519 -2.436 1.136 0.011 -0.012 0.001
H -0.125 0.139 -4.083 0.034 -0.044 -0.013
H -1.739 -2.788 -1.459 0.113 -0.165 -0.122
H -1.069 -3.524 -3.880 -0.016 0.003 -0.003
H 3.417 2.296 0.936 -0.004 0.012 0.004
H 3.654 0.623 0.448 0.018 -0.025 -0.014



# 3
68
Properties=species:S:1:pos:R:3:forces:R:3 method="wB97M-V/def2-TZVPD" lumo_ev=-4.580 homo_ev=-10.35 e_tot_ev=-72953.858 spin_multiplicity=1 total_charge=+1
Cl -1.482 3.882 -3.062 0.785 -0.165 1.063
S -1.325 -1.123 -0.536 -0.846 0.219 0.095
S -3.595 -1.421 1.470 0.454 0.759 -1.928
P -0.099 4.725 -1.683 -0.237 1.531 0.141
O -4.049 -1.629 4.757 -0.110 0.201 -0.206
O -0.856 4.637 -0.152 0.025 -1.106 -2.454
N -4.058 -0.813 -1.241 0.384 -1.320 2.937
N 3.551 3.072 -3.281 -2.479 -0.710 3.527
C -3.010 -1.179 5.624 0.038 -0.691 0.251
C 2.370 3.845 -3.009 -0.880 -0.962 1.787
C -3.158 -1.095 -0.109 -0.400 0.285 1.111
C 3.118 1.648 -1.087 -0.726 2.495 -2.194
C 0.939 2.207 0.530 0.460 -0.362 0.370
C -3.948 -1.851 -3.532 -0.604 -0.306 -0.290
C 1.819 2.484 -0.767 1.701 0.523 -2.196
C -1.716 -1.899 5.279 0.237 0.138 -0.189
C -5.356 -0.205 -0.820 -1.544 1.200 -1.707
C -0.479 1.490 0.237 -0.414 0.031 1.181
C 5.873 -0.747 -1.053 -1.387 -0.538 -0.733
C 1.423 3.604 -1.777 3.582 -3.406 -0.753
C -3.414 -1.428 7.069 -0.131 0.230 0.171
C 7.692 -2.576 -1.379 -0.237 -0.521 -1.101
C -4.227 -2.122 -1.962 1.656 -0.479 -1.794
C 6.488 -1.778 -2.132 1.142 0.195 0.706
C -5.741 0.889 -1.980 0.361 0.748 0.712
C 4.241 -0.744 -1.074 0.702 -0.581 0.217
C 3.622 0.438 -0.166 -0.437 0.213 -0.653
C 3.919 2.013 -2.374 -1.987 0.057 1.864
C -0.481 -0.066 0.733 -0.397 0.798 0.178
H -3.373 -2.700 -4.048 -0.863 1.140 0.930
H 1.514 1.496 1.241 -0.729 1.283 -1.315
H 5.719 -2.513 -2.557 1.041 1.105 0.741
H -1.444 -1.720 4.235 -0.041 0.039 0.072
H -5.319 0.386 0.152 0.220 -1.353 -1.195
H 3.864 -0.723 -2.169 0.469 0.188 1.827
H -3.382 -2.814 -1.576 -1.606 0.850 -0.677
H 8.253 -1.897 -0.641 -0.938 -1.116 -1.084
H -5.241 -2.624 -1.816 1.382 0.822 0.144
H 0.762 3.165 1.155 0.417 -1.352 -1.459
H -1.026 -0.135 1.739 0.736 -0.079 -1.487
H -1.254 2.012 0.923 1.245 -0.711 -1.281
H 4.851 1.398 -2.630 -1.578 1.202 0.290
H 2.740 0.001 0.436 1.331 0.974 -1.076
H 4.375 0.863 0.604 -1.073 -0.778 -1.322
H 3.885 -1.759 -0.645 0.595 1.686 -0.696
H 0.569 -0.491 0.880 -1.418 0.541 -0.400
H -5.781 1.932 -1.476 -0.097 -1.633 -0.897
H -4.953 -1.747 -4.095 1.673 0.021 0.854
H -0.895 -1.562 5.917 -0.034 -0.069 -0.021
H 2.112 4.667 -3.775 0.548 -1.511 1.406
H 8.437 -2.953 -2.172 -1.036 0.594 1.293
H -3.339 -0.891 -3.637 -0.885 -1.351 0.143
H 6.966 -1.208 -3.014 -0.944 -0.794 1.318
H -1.828 -2.981 5.397 -0.028 0.071 0.124
H 6.233 0.312 -1.297 -0.245 -1.437 0.710
H -4.351 -0.914 7.300 0.123 0.017 -0.039
H -6.759 0.693 -2.457 1.513 0.214 0.541
H -2.890 -0.105 5.456 -0.175 -0.090 -0.133
H -4.897 0.963 -2.756 -1.443 -0.337 1.043
H -0.851 1.605 -0.835 0.723 -0.305 1.384
H -6.229 -0.966 -0.843 1.618 1.039 0.589
H -4.164 -2.579 4.898 0.027 0.188 0.012
H -2.644 -1.077 7.761 -0.061 -0.058 -0.010
H -1.801 4.405 -0.352 0.909 0.164 0.531
H 4.138 3.276 -4.115 -0.700 -0.202 0.926
H 6.177 -1.101 -0.010 -0.251 0.887 -1.409
H -3.585 -2.494 7.249 0.143 0.022 -0.056
H 7.267 -3.524 -0.880 0.722 1.655 -0.433



| no. | Kohn-Sham gap (eV) |
| --- | --- |
| 1 | 7.6 |
| 2 | 6.9 |
| 3 | 5.8 |